(1)
DFT (the ωB97M-V functional and the def2-TZVPD basis) results for a structure of composition C54H37I5N5OS3Sc.

For the gap between HOMO and LUMO (spin up / spin down), the calculation gives 4.664 / 3.608 eV. The lowest unoccupied orbital energy (spin up / spin down) is 2.84 / 2.84 eV. Its net charge is -2. The max |F| comes out at 1.491 eV/A. The value obtained for the molar mass is 1547.6 g mol⁻¹. As for the calculated total energy: -5873.0108 a.u.

Cartesian coordinates (Å):
Sc: -0.33680 -0.27490 0.23380
I: 6.79780 -4.93070 -5.00600
C: 5.35260 -3.86090 -3.87460
C: 4.14190 -4.46840 -3.60730
C: 3.20350 -3.77770 -2.86410
C: 3.46570 -2.49020 -2.40220
C: 4.69400 -1.90480 -2.68250
C: 5.64590 -2.59300 -3.41600
C: 2.40200 -1.80740 -1.63390
C: 2.20570 -2.25750 -0.32240
C: 3.10390 -3.11940 0.40040
C: 2.57630 -3.27890 1.64140
C: 1.34080 -2.54340 1.65890
C: 0.39270 -2.56440 2.72260
C: 0.86860 -2.51540 4.08440
C: 0.06500 -2.72300 5.22300
C: 0.55600 -2.56750 6.50230
C: 1.86730 -2.17900 6.69250
I: 2.60430 -1.93740 8.67110
C: 2.68430 -1.91510 5.60770
C: 2.18800 -2.07630 4.33410
C: -0.99830 -2.55840 2.35690
N: -1.46740 -1.87410 1.28840
C: -2.81710 -2.09960 1.21740
C: -3.71980 -1.41820 0.39120
C: -5.16510 -1.68860 0.59600
C: -5.81990 -2.64010 -0.18000
C: -7.17580 -2.87640 -0.02480
C: -7.87820 -2.14220 0.91040
I: -9.96720 -2.45870 1.12000
C: -7.25400 -1.20370 1.70710
C: -5.89720 -0.98470 1.54530
C: -3.40390 -0.45920 -0.57740
C: -4.34660 0.43230 -1.19190
C: -3.64480 1.20250 -2.06540
C: -2.28530 0.73580 -2.02380
N: -2.16020 -0.24030 -1.09130
C: -1.24180 1.12990 -2.89330
C: 0.04140 0.54170 -2.83620
C: 0.94420 0.49310 -3.95620
C: 1.92400 -0.38370 -3.63000
C: 1.64730 -0.83820 -2.29490
N: 0.50470 -0.24260 -1.83190
C: -1.51050 2.03370 -4.00570
C: -0.60560 3.05420 -4.32730
C: -0.80540 3.88680 -5.40840
C: -1.93190 3.70740 -6.19000
I: -2.28900 4.98850 -7.84590
C: -2.84590 2.70900 -5.91020
C: -2.63030 1.87900 -4.83030
C: -3.19170 -3.03330 2.23200
C: -2.06360 -3.30660 2.94970
N: 1.13140 -1.95450 0.45770
H: 3.92830 -5.46480 -3.96620
H: 2.24950 -4.23510 -2.64080
H: 4.90880 -0.91470 -2.31120
H: 6.60440 -2.14060 -3.62090
H: 4.02330 -3.51760 0.01470
H: 2.96390 -3.87320 2.45050
H: -0.97330 -2.98620 5.11630
H: -0.08840 -2.75400 7.35120
H: 3.69810 -1.57030 5.74730
H: 2.82450 -1.79900 3.50920
H: -5.25780 -3.19770 -0.91480
H: -7.67680 -3.62080 -0.62800
H: -7.81120 -0.64080 2.44090
H: -5.39430 -0.24750 2.15120
H: -5.39830 0.48440 -0.96810
H: -4.01030 2.01460 -2.66830
H: 0.81790 1.01790 -4.88490
H: 2.76690 -0.67960 -4.22720
H: 0.26800 3.18000 -3.70760
H: -0.09560 4.66910 -5.63350
H: -3.71210 2.56430 -6.53940
H: -3.31440 1.06600 -4.64140
H: -4.17530 -3.44020 2.39230
H: -1.98280 -4.02350 3.74500
S: 4.22610 2.44630 1.37090
C: 3.36650 1.01400 1.17870
S: 1.70650 0.96430 1.57030
S: 4.23540 -0.33160 0.63390
I: 3.79580 2.42080 -2.38230
C: 2.26460 3.35170 -1.28230
C: 2.42590 4.67990 -0.92380
C: 1.34230 5.31750 -0.34790
C: 0.17060 4.59990 -0.14890
C: 0.14050 3.26340 -0.51570
N: 1.17320 2.65710 -1.08670
H: 3.35240 5.19570 -1.11100
H: 1.40600 6.36240 -0.07020
H: -0.70780 5.07180 0.26700
H: -0.73290 2.64200 -0.34980
C: -2.06870 0.48310 3.38090
C: -1.81260 1.58920 2.32810
C: -0.87710 2.63810 2.96500
C: -3.15750 2.26820 1.96400
O: -1.24470 1.06780 1.18690
H: -2.36040 0.91440 4.33850
H: -1.14560 -0.08360 3.51560
H: -2.84870 -0.19800 3.04250
H: -1.34210 3.09690 3.83420
H: -0.63870 3.40530 2.23350
H: 0.05350 2.16090 3.26040
H: -3.72000 2.53650 2.85610
H: -3.74580 1.58720 1.35080
H: -2.97040 3.17100 1.38440

Cartesian forces, eV/Å:
0.4589 -1.2437 -0.6823
-0.2308 0.2171 0.1976
0.4254 -0.3236 -0.2972
-0.0418 -0.1748 -0.0353
0.0821 0.0765 0.0081
0.0727 -0.0020 -0.0561
-0.1171 -0.0601 0.0494
0.1884 0.0287 -0.1065
-0.4101 0.5031 -0.0202
-0.0274 -0.3308 -0.0922
-0.2040 0.0986 -0.1588
-0.1533 0.0003 -0.0542
-0.1049 -0.1479 -0.0565
-0.0257 0.1206 -0.3033
0.0353 0.0923 0.1238
-0.0696 -0.0635 -0.1796
-0.0394 -0.0749 0.2269
0.1830 0.0606 0.5643
-0.1240 -0.0520 -0.3971
0.1225 -0.0748 0.1527
-0.0050 0.0028 0.0012
-0.0485 -0.0947 -0.1318
0.1438 0.1167 0.1636
-0.4442 -0.3418 0.0626
0.3713 0.4564 -0.2332
-0.1598 -0.0422 0.0264
0.0854 0.0716 0.0625
-0.1097 -0.1135 -0.0889
-0.5348 -0.1241 0.0765
0.3831 0.0431 -0.0224
-0.1224 0.1098 0.0870
0.1323 -0.0670 -0.0671
-0.5344 -0.4756 0.2668
0.0330 -0.0751 -0.0463
-0.1038 -0.0115 0.1144
0.2297 -0.2049 -0.1339
0.3426 0.2129 -0.0471
0.2986 -0.2039 0.4605
-0.3337 -0.2247 -0.0036
0.1890 -0.1726 -0.0317
-0.2069 0.0459 0.0285
0.5130 -0.5317 0.0343
-0.2375 0.2024 -0.0402
-0.0697 0.2199 -0.2504
-0.1465 -0.1416 0.1916
-0.0152 0.1625 -0.1907
-0.1358 0.3452 -0.4102
0.0993 -0.2242 0.3012
-0.1427 0.1064 -0.2096
0.1832 -0.0687 0.1048
-0.0636 0.2348 -0.1883
0.0938 0.0235 0.0531
0.0415 -0.1146 0.1496
0.0134 -0.0361 -0.0328
-0.0559 0.0136 0.0348
-0.0264 0.1507 0.0946
0.0690 0.0275 -0.0310
0.1536 -0.1233 -0.0685
0.0232 -0.0087 0.0664
-0.0642 -0.0008 -0.0375
-0.0271 0.0359 0.0060
0.0548 0.0605 0.0094
0.0028 0.0880 -0.0776
0.0715 -0.0276 -0.0644
-0.0012 0.0066 -0.0319
-0.0525 0.0300 0.0358
0.0934 0.1073 0.1069
-0.1110 0.0088 0.0121
-0.0748 0.0370 -0.0239
0.0218 0.0219 -0.1092
0.0660 -0.0764 -0.1102
0.1395 0.0566 0.1276
0.0442 0.0447 -0.0085
-0.0438 0.0054 -0.0520
-0.0620 -0.0539 0.0254
-0.1164 -0.0153 -0.0236
0.0797 -0.0597 0.1240
0.2513 -0.3570 0.0083
-0.4539 0.2102 0.1909
0.3616 0.0988 0.1343
0.3318 0.4224 0.0597
0.1291 0.0699 0.0120
-0.0523 -0.0007 -0.2615
-0.0410 0.2293 0.0489
-0.0521 -0.1217 -0.0301
0.0032 -0.0130 -0.0578
-0.2794 0.3164 0.0934
0.3377 -0.0047 -0.2892
0.1285 0.0170 0.0135
0.0198 0.0019 0.0142
-0.0464 -0.0267 0.0934
-0.0389 0.1890 0.0293
0.1929 0.2391 -0.4624
-0.5504 0.5374 0.9389
-0.1789 -0.3870 -0.2685
0.4775 -0.2988 -0.0075
-0.2360 0.4839 0.4365
-0.0473 0.0628 0.0666
-0.0190 -0.0240 0.1052
-0.0337 -0.1131 -0.0146
-0.1229 0.0999 0.1545
0.0672 0.1381 -0.0511
0.0643 0.0517 0.0835
-0.0808 0.0600 0.1594
-0.0783 -0.0573 -0.0281
0.0030 0.1124 -0.1163

---

(2)
DFT (the ωB97M-V functional and the def2-TZVPD basis) results for a structure of composition C54H38INO2PS2SnTe.

For the gap between HOMO and LUMO, the calculation gives 6.190 eV. The lowest unoccupied orbital energy is -3.29 eV. Its net charge is +1. The max |F| comes out at 1.576 eV/A. The value obtained for the molar mass is 1201.2 g mol⁻¹. As for the calculated total energy: -4203.3014 a.u.

Cartesian coordinates (Å):
Sn: -0.37032 0.94217 -0.33395
S: -0.63277 5.37310 1.35278
C: 0.15134 4.47435 2.62112
C: 0.59295 4.91016 3.86800
C: 1.07719 3.96196 4.74953
C: 1.11083 2.60314 4.40616
C: 0.70021 2.17590 3.15969
C: 0.23468 3.12986 2.25434
N: -0.27719 2.87273 0.98359
C: -0.80213 3.92454 0.42559
C: -1.52774 3.78984 -0.84804
C: -2.19073 4.86628 -1.43080
C: -2.90188 4.67700 -2.60418
C: -2.92433 3.42041 -3.19526
C: -2.24256 2.35658 -2.61092
C: -1.55262 2.50368 -1.41392
H: 0.54107 5.95542 4.14564
H: 1.41696 4.27420 5.72897
H: 1.46449 1.87787 5.12980
H: 0.70800 1.12598 2.88234
H: -2.15309 5.84977 -0.97340
H: -3.42801 5.50601 -3.05979
H: -3.46165 3.27034 -4.12338
H: -2.23858 1.39914 -3.12184
O: -0.43857 -3.35240 -3.02636
C: 0.21173 -2.46880 -2.52445
O: -0.22776 -1.85516 -1.38269
C: 1.50537 -1.94795 -2.98826
C: 2.33600 -2.90356 -3.57770
C: 3.59453 -2.57163 -4.03016
C: 4.02866 -1.26052 -3.89345
C: 3.20121 -0.29784 -3.34210
C: 1.91208 -0.59318 -2.88030
S: 0.92872 0.85710 -2.52811
H: 1.96656 -3.91825 -3.66650
H: 4.23266 -3.32176 -4.47865
H: 5.02117 -0.98313 -4.22761
H: 3.54083 0.72842 -3.27180
I: -0.58246 -2.55346 2.04816
C: 0.15824 -2.13318 3.98592
C: -0.77900 -2.45413 4.92712
C: -0.48210 -2.37924 6.30257
C: 0.78056 -2.05211 6.68261
C: 1.77631 -1.74274 5.72183
C: 3.08983 -1.48858 6.18362
C: 4.09520 -1.21281 5.30968
C: 3.78634 -1.08291 3.94381
C: 2.51987 -1.26659 3.43923
P: 2.27131 -0.73236 1.67676
C: 3.63729 -1.68793 0.90246
C: 4.85006 -1.14645 0.48487
C: 5.83699 -1.96364 -0.05867
C: 5.62217 -3.32716 -0.19197
C: 4.41066 -3.87530 0.21780
C: 3.42596 -3.06061 0.75539
C: 2.90359 0.98677 1.72800
C: 3.07268 1.61725 0.49269
C: 3.38040 2.96693 0.41481
C: 3.50339 3.72093 1.57677
C: 3.31441 3.11257 2.80852
C: 3.01446 1.75654 2.88471
C: 1.47866 -1.70178 4.32120
H: -1.75703 -2.79665 4.61693
H: -1.24825 -2.61536 7.03032
H: 1.05602 -2.03753 7.73118
H: 3.27370 -1.52985 7.25159
H: 5.10861 -1.05112 5.65688
H: 4.57927 -0.79209 3.26526
H: 5.04058 -0.08560 0.59536
H: 6.78096 -1.52953 -0.36969
H: 6.39393 -3.96227 -0.60894
H: 4.23818 -4.94134 0.12642
H: 2.48904 -3.50050 1.08701
H: 2.96323 1.04364 -0.41886
H: 3.50625 3.43483 -0.55519
H: 3.73887 4.77654 1.52023
H: 3.38849 3.69541 3.71998
H: 2.86089 1.30603 3.85789
Te: -2.16152 -1.77088 -1.08699
C: -3.18892 -1.60582 -2.91734
C: -4.25154 -0.71911 -2.74358
C: -5.17293 -0.55257 -3.76847
C: -5.01745 -1.26160 -4.95000
C: -3.94800 -2.13515 -5.10974
C: -3.02286 -2.32069 -4.09401
C: -3.00869 -3.61630 -0.54851
C: -2.75546 -4.85254 -1.12687
C: -3.55441 -5.92352 -0.75861
C: -4.59015 -5.74727 0.15194
C: -4.83055 -4.50470 0.72141
C: -4.02769 -3.42327 0.38039
H: -4.36153 -0.14773 -1.82793
H: -5.99745 0.13694 -3.64135
H: -5.73059 -1.13239 -5.75489
H: -3.83176 -2.68440 -6.03544
H: -2.19778 -3.00138 -4.22545
H: -1.95710 -4.97080 -1.84860
H: -3.37073 -6.89983 -1.18869
H: -5.21311 -6.59101 0.42254
H: -5.63159 -4.37557 1.43647
H: -4.19423 -2.45554 0.84059

Cartesian forces, eV/Å:
-0.1826 0.2749 -0.0149
-0.0206 0.0564 -0.0116
0.0487 0.0036 0.0605
-0.0181 0.1210 -0.1754
-0.1826 -0.3954 0.0703
-1.1795 0.4989 0.6427
-1.3157 0.2101 0.1320
-0.2757 -0.1946 0.0010
0.3607 -0.0664 0.1592
-0.0639 -0.0734 -0.0426
0.0103 0.0034 0.0806
0.0572 0.0408 0.0567
-0.0112 -0.0376 -0.0305
0.0291 0.0151 0.0380
-0.0281 -0.0618 -0.0172
0.3161 0.1456 0.0884
-0.0040 -0.0458 -0.0029
-0.0090 -0.0226 -0.0154
-0.0937 0.0932 0.0274
-0.2669 0.2120 0.1389
-0.0177 -0.0298 -0.0164
0.0280 -0.0208 0.0053
-0.0016 0.0090 -0.0046
-0.0106 -0.0091 -0.0133
0.0029 -0.0354 0.1035
0.0299 0.1476 0.0250
-0.4064 -0.2864 -0.3470
0.0232 0.3126 0.1615
-0.0249 -0.0704 0.0029
0.0638 -0.0182 0.0077
0.0458 0.0095 0.0401
-0.0073 0.0078 0.1184
0.1626 -0.0741 0.0006
-0.1996 -0.2106 -0.0431
0.0220 0.0447 0.0218
-0.0281 0.0194 0.0235
-0.0429 0.0204 0.0000
-0.0153 -0.0388 -0.0419
0.1795 -0.1830 0.0913
-0.2552 0.0541 -0.2219
0.0197 0.0429 0.2662
-0.0346 -0.0033 -0.0681
0.0056 -0.0282 0.0102
-0.0005 0.0012 0.0454
-0.0320 0.0275 0.0296
0.0094 0.0380 -0.0754
0.0436 -0.0773 0.0384
0.0931 0.0874 -0.1157
0.2235 -0.1983 0.1511
0.0263 0.0830 -0.0286
0.0428 -0.0285 0.0068
-0.0288 0.0184 -0.0157
-0.0801 0.0144 0.0101
0.0365 0.0358 0.0039
-0.0277 -0.0492 -0.0234
0.3627 -0.0426 0.0886
-0.0033 0.1585 -0.0061
-0.1084 -0.0096 -0.1456
0.0100 -0.1130 0.2417
0.8965 0.0894 -0.3496
1.4572 -0.3376 -0.4968
-0.0872 0.0092 0.1610
0.0335 0.0384 0.0281
0.0492 -0.0019 -0.0285
0.0060 0.0071 -0.0550
-0.0003 -0.0349 -0.0516
-0.0514 -0.0069 -0.0365
-0.0038 0.0330 -0.0171
-0.0050 -0.0312 -0.0055
-0.0646 -0.0207 0.0191
-0.0233 0.0161 0.0125
-0.0022 0.0462 -0.0055
0.0346 0.0331 -0.0417
-0.0025 -0.0267 -0.1042
0.0045 -0.0404 0.0378
-0.0104 -0.0169 0.0072
0.0734 -0.0699 -0.1801
0.4182 -0.0907 -0.3688
-0.7187 0.0193 0.1214
0.1290 0.1888 0.0915
0.0709 0.0159 -0.0823
0.0162 -0.0249 0.0036
-0.0089 0.0104 0.0005
-0.0261 0.0003 -0.0439
-0.0086 -0.0582 -0.0587
0.3302 -0.1152 -0.0844
0.0649 0.0456 -0.0493
0.0232 -0.0187 -0.0110
-0.0281 -0.0005 0.0377
0.0513 -0.0002 -0.0452
0.0835 -0.1350 -0.0226
-0.0111 0.0386 -0.0103
0.0168 -0.0272 -0.0074
0.0312 0.0000 0.0360
-0.0019 0.0243 0.0237
-0.0004 -0.0205 0.0157
-0.0237 0.0103 0.0186
-0.0125 0.0310 0.0069
0.0293 0.0407 -0.0004
0.0044 0.0009 -0.0031
-0.0099 -0.0030 0.0258